No. 1
Formula: C14H9BiF5I2O4S2Sc
Source: the OMol25 dataset
Level of theory: ωB97M-V/def2-TZVPD

XYZ file:
```
38
C14H9BiF5I2O4S2Sc (ωB97M-V/def2-TZVPD)
I 1.54 -4.05 -0.32
I 1.84 4.00 -0.34
Bi 0.30 1.72 0.11
Sc 0.42 -1.65 0.06
S 1.44 -0.10 -1.70
C -1.44 -1.98 -1.23
C -1.21 -2.06 1.63
C 0.77 -0.05 -3.52
C 1.57 1.08 -4.15
C -0.73 0.24 -3.61
C 1.11 -1.43 -4.07
C -1.18 2.14 2.10
C -1.78 2.14 -1.29
O -1.98 -2.44 2.41
O -2.32 -2.32 -1.91
O -1.66 2.65 3.00
O -2.56 2.80 -1.82
H 1.31 1.20 -5.21
H 2.65 0.91 -4.10
H 1.35 2.04 -3.66
H -1.14 -0.32 -4.47
H -0.93 1.30 -3.81
H -1.28 -0.09 -2.73
H 0.85 -1.51 -5.13
H 0.54 -2.21 -3.56
H 2.17 -1.66 -3.97
F -0.71 -0.12 6.99
C -0.11 -0.13 5.80
C 0.33 1.05 5.23
F 0.11 2.22 5.86
C 1.00 1.03 4.02
F 1.38 2.22 3.47
C 1.25 -0.16 3.34
S 2.00 -0.23 1.75
C 0.80 -1.34 3.94
F 1.02 -2.54 3.33
C 0.12 -1.33 5.14
F -0.27 -2.49 5.70
```

Properties
charge	+4
LUMO level (alpha / beta)	-17.22 / -16.66	eV
calculated total energy	-3704.5156	Eh

---

No. 2
Formula: Cl4O16Pb
Source: the OMol25 dataset
Level of theory: ωB97M-V/def2-TZVPD

XYZ file:
```
21
Cl4O16Pb (ωB97M-V/def2-TZVPD)
Pb -11.36 -12.11 9.99
Cl -5.33 -10.80 9.03
O -4.81 -10.07 10.08
O -6.77 -10.94 9.15
O -5.04 -9.99 7.82
O -4.60 -12.04 8.92
Cl -10.90 -12.16 5.25
O -9.66 -12.30 5.95
O -10.82 -12.78 4.00
O -11.87 -12.73 6.13
O -11.35 -10.81 5.03
Cl -16.61 -9.55 7.08
O -17.83 -10.34 7.10
O -15.73 -9.77 5.98
O -16.86 -8.08 7.10
O -15.81 -9.59 8.30
Cl -9.58 -17.33 8.24
O -9.67 -17.44 6.80
O -8.75 -18.31 8.73
O -8.91 -16.08 8.33
O -10.77 -17.15 8.92
```

Properties
charge	-2
ΔE to the lowest compared entry with this formula, charge and spin	9.743	eV
LUMO level	-2.09	eV
calculated total energy	-3236.1945	Eh